(1)
The following is a quantum chemistry calculation of a cluster of 11 separate species, C28H32Br2Cl40F3NO2P in total at a distorted geometry, from the OMol25 dataset.

Calculated values
HOMO ... -5.701 eV
Charge ... -1
Strongest force on any atom ... 0.0455 hartree/bohr
HOMO-LUMO gap ... 6.7 eV
2S+1 ... 1

Geometry as XYZ:
```
109
C28H32Br2Cl40F3NO2P the ωB97M-V functional and the def2-TZVPD basis
C 1.87336 -3.82900 -1.58747
C 2.75242 -5.08081 -1.53533
C 4.00439 -4.85975 -0.68261
C 3.72956 -4.91408 0.83092
C 3.36412 -3.53945 1.43562
C 4.13024 -3.14397 2.70087
C 3.56941 -1.81656 3.24021
C 4.63823 -0.84296 3.76646
C 5.26842 0.00983 2.63269
C 5.08665 1.53669 2.77610
P 4.17306 2.51153 1.39646
C 3.26749 3.56812 2.72058
C 2.73488 1.24426 1.45496
C 4.97293 1.62582 -0.08695
O 3.95597 1.15438 -1.03319
C 4.32029 0.12973 -1.77912
F 3.44708 -0.03888 -2.77406
F 5.54917 0.24592 -2.32859
F 4.35485 -1.04642 -1.08631
O 3.15791 3.42335 0.08859
C 3.72658 4.02841 -0.86702
N 4.22587 4.57027 -1.76869
C 5.59013 3.93923 1.29588
Br 5.04444 5.77074 1.51078
C 6.89939 3.73858 1.12331
C 7.62728 2.43841 0.94783
Br 8.20613 5.15770 1.07243
H 1.53646 -3.56497 -0.58664
H 2.45453 -2.99444 -1.98052
H 0.99250 -3.97042 -2.21494
H 3.01787 -5.36200 -2.55754
H 2.18213 -5.91321 -1.11224
H 4.72443 -5.64434 -0.93501
H 4.45803 -3.90835 -0.96668
H 2.86779 -5.56929 0.98189
H 4.58643 -5.35563 1.33578
H 3.57231 -2.76581 0.69707
H 2.30133 -3.53805 1.68661
H 5.19387 -3.02609 2.47852
H 4.01107 -3.93271 3.44913
H 2.81335 -2.00887 4.00590
H 3.04810 -1.32346 2.41998
H 4.19063 -0.20986 4.53305
H 5.42548 -1.43622 4.23953
H 6.34148 -0.20897 2.64568
H 4.90610 -0.38965 1.68561
H 4.47539 1.69359 3.66672
H 6.04316 1.97798 3.05825
H 3.96112 3.92998 3.47884
H 2.52758 2.95461 3.23677
H 2.71848 4.39960 2.28595
H 2.94657 0.31974 0.91957
H 1.83539 1.68293 1.02747
H 2.54510 0.95209 2.48825
H 5.58366 0.77280 0.19461
H 5.61910 2.28192 -0.66907
H 7.11075 1.56874 1.33303
H 7.83994 2.26776 -0.11158
H 8.59956 2.49239 1.43627
C -1.22978 2.75656 -1.24114
Cl -1.71496 3.12345 -2.90884
Cl -2.22054 3.71079 -0.12867
Cl -1.48198 1.03253 -0.93251
Cl 0.45032 3.18443 -0.99876
C -1.78524 -4.55448 -0.03370
Cl -1.63733 -2.81517 0.25421
Cl -3.14598 -5.20179 0.88979
Cl -2.05729 -4.84204 -1.75486
Cl -0.29204 -5.34112 0.47064
C -3.28593 8.00484 -1.17594
Cl -3.00175 6.38967 -1.81259
Cl -4.79372 8.03367 -0.25074
Cl -1.93060 8.41339 -0.12292
Cl -3.38996 9.17488 -2.49927
C -6.67998 -2.63567 -0.33720
Cl -7.24399 -2.11670 -1.92611
Cl -7.43979 -1.63027 0.90264
Cl -7.13511 -4.32692 -0.07909
Cl -4.93029 -2.47527 -0.23625
C -11.34960 -0.97744 2.34678
Cl -11.00035 -2.56346 1.64765
Cl -12.87655 -1.04662 3.23042
Cl -10.04686 -0.53004 3.45087
Cl -11.46820 0.21458 1.05197
C -10.48387 0.29640 -3.05461
Cl -10.42732 -1.11628 -2.00842
Cl -11.64346 1.46665 -2.40924
Cl -8.88859 1.04241 -3.14589
Cl -10.99621 -0.19277 -4.67695
C -12.42046 -4.59979 -2.35882
Cl -13.58322 -5.91381 -2.14846
Cl -12.03765 -3.88889 -0.78460
Cl -10.94104 -5.22739 -3.08923
Cl -13.11546 -3.36013 -3.40537
C 1.97496 9.96849 1.02728
Cl 2.71721 8.40884 1.35840
Cl 3.14230 11.26389 1.32531
Cl 1.45125 10.02733 -0.65698
Cl 0.57201 10.19882 2.08479
C 7.24116 -7.11945 2.26977
Cl 7.18528 -5.39990 2.64452
Cl 6.03355 -7.97171 3.23816
Cl 6.89265 -7.36021 0.55555
Cl 8.84805 -7.75843 2.63919
C -11.98613 2.41965 -8.56589
Cl -13.73840 2.63530 -8.64099
Cl -11.41032 1.75503 -10.09832
Cl -11.21323 3.97799 -8.27239
Cl -11.58549 1.31331 -7.24776
```

Here are the Löwdin charges for atoms 1 to 6, given in e: number 1, C, carries -0.127; number 2, C, carries -0.263; number 3, C, carries -0.214; number 4, C, carries -0.188; number 5, C, carries -0.209; number 6, C, carries -0.214

=====

(2)
The following is a quantum chemistry calculation of a structure of composition C9H8F3N3O3V at a distorted geometry, from the OMol25 dataset.

Calculated values
HOMO (spin up / spin down) ... -18.213 / -18.216 eV
Charge ... +2
Strongest force on any atom ... 0.1133 hartree/bohr
⟨S²⟩ ... 0.9123
HOMO-LUMO gap (spin up / spin down) ... 5.3 / 6.1 eV
2S+1 ... 2

Geometry as XYZ:
```
27
C9H8F3N3O3V the ωB97M-V functional and the def2-TZVPD basis
C -0.01940 -2.26582 1.04821
C -0.23623 -1.33900 -0.09036
O -0.08002 -1.78263 -1.24488
N -0.67122 -0.06958 0.22404
C -2.18681 -0.11716 0.16184
C -2.95486 0.89395 0.95959
O -2.69556 -0.94825 -0.50262
C -0.16138 1.06036 -0.54278
C -0.33516 0.95041 -1.99278
N -0.46953 0.80891 -3.12718
C 1.30140 1.54909 -0.26459
C 1.22688 2.68989 0.61092
N 1.10014 3.55610 1.35268
C 2.27536 0.57735 0.37228
F 2.60382 -0.44727 -0.58857
F 1.90731 0.01358 1.45234
F 3.38567 1.15654 0.57743
H -0.05128 -1.71076 1.96779
H 0.94145 -2.76734 0.98513
H -0.83855 -2.97139 1.08489
H -2.27271 1.43308 1.60049
H -3.67703 0.38637 1.56786
H -3.43221 1.55919 0.26087
H -0.79122 1.89310 -0.27227
H 1.72416 1.87359 -1.20042
O 2.52098 -3.46237 -2.65881
V 1.85978 -2.20579 -1.85710
```

Here are the Löwdin charges for atoms 1 to 6, given in e: number 1, C, carries 0.075; number 2, C, carries -0.425; number 3, O, carries 0.007; number 4, N, carries 0.072; number 5, C, carries -0.369; number 6, C, carries 0.066

=====

(3)
The following is a quantum chemistry calculation of the ion C5H11NO with charge -1 at a distorted geometry, from the OMol25 dataset.

Calculated values
HOMO (spin up / spin down) ... 1.506 / -3.759 eV
ΔE to the lowest compared entry with this formula, charge and spin ... 2.5255 eV
Charge ... -1
Strongest force on any atom ... 0.0928 hartree/bohr
⟨S²⟩ ... 0.7540
HOMO-LUMO gap (spin up / spin down) ... 2.6 / 7.8 eV
2S+1 ... 2

Geometry as XYZ:
```
18
C5H11NO the ωB97M-V functional and the def2-TZVPD basis
C -0.66152 -2.23529 0.41911
C 0.18735 -1.01816 1.02894
N 0.46453 -0.01366 0.03286
C -0.78403 0.49100 -0.37490
C -0.61979 1.84575 -0.93527
C 1.73350 0.75261 0.18095
O 0.64550 -1.13611 2.17982
H -1.75172 -2.24872 0.54576
H -0.41221 -2.04236 -0.67813
H -0.32201 -3.23014 0.83632
H -1.13463 -0.15012 -1.19743
H -1.59371 0.21270 0.35920
H -0.11687 1.65899 -1.88931
H -1.64036 2.18433 -1.03940
H -0.04581 2.47685 -0.25891
H 1.90075 1.22346 -0.74820
H 2.44652 -0.11275 0.51265
H 1.70450 1.34162 1.02594
```

Here are the Löwdin charges for atoms 1 to 6, given in e: number 1, C, carries -0.128; number 2, C, carries -0.599; number 3, N, carries -0.200; number 4, C, carries -0.356; number 5, C, carries -0.148; number 6, C, carries -0.081

=====

(4)
The following is a quantum chemistry calculation of a cluster of 2 separate species, C12H12F6NO7S in total at a distorted geometry, from the OMol25 dataset.

Calculated values
HOMO ... -6.488 eV
ΔE to the lowest compared entry with this formula, charge and spin ... 0.0000 eV
Charge ... -1
Strongest force on any atom ... 0.0250 hartree/bohr
HOMO-LUMO gap ... 8.7 eV
2S+1 ... 1

Geometry as XYZ:
```
39
C12H12F6NO7S the ωB97M-V functional and the def2-TZVPD basis
C 3.76606 -2.21516 -0.46329
O 4.18217 -0.87350 -0.60764
C 3.52084 0.02318 0.24142
C 2.13749 0.36822 -0.24461
C 1.04632 0.32340 0.59284
C -0.20928 0.62717 0.10520
C -0.37210 0.96217 -1.23564
C -1.72108 1.26610 -1.82126
C -2.56934 0.01404 -2.09052
O -3.29719 0.13650 -3.29568
C -3.49295 -0.36479 -0.91254
F -2.93957 -1.30813 -0.15380
F -3.78709 0.67400 -0.11407
F -4.67603 -0.84220 -1.36364
C 0.75214 0.98887 -2.01837
N 1.96561 0.70937 -1.52526
C 3.19610 0.84312 -2.54975
O 3.02621 0.10749 -3.49984
O 4.03454 1.59719 -2.09767
H 3.57641 -2.46259 0.58332
H 2.86937 -2.41675 -1.05459
H 4.56887 -2.84730 -0.83394
H 4.12053 0.92839 0.30817
H 3.40584 -0.39003 1.24716
H 1.15454 0.04867 1.63458
H -1.07271 0.60192 0.75990
H -1.60860 1.74859 -2.78990
H -2.23533 1.96247 -1.16372
H -1.89539 -0.83312 -2.21678
H -4.21469 0.35425 -3.10966
H 0.72046 1.23342 -3.06909
C -2.54744 -0.41424 4.13889
F -3.33695 0.40949 4.84125
F -2.60354 -1.62226 4.71603
F -3.07840 -0.52965 2.90832
S -0.82121 0.21669 4.05925
O -0.43120 0.27179 5.44687
O -0.98064 1.49440 3.39183
O -0.15276 -0.79116 3.25623
```

Here are the Löwdin charges for atoms 1 to 6, given in e: number 1, C, carries -0.085; number 2, O, carries -0.165; number 3, C, carries -0.154; number 4, C, carries -0.145; number 5, C, carries 0.045; number 6, C, carries 0.050

=====

(5)
The following is a quantum chemistry calculation of a structure of composition C40H30F6GeIN4O10S2Zr, from the OMol25 dataset.

Calculated values
HOMO ... -6.229 eV
ΔE to the lowest compared entry with this formula, charge and spin ... 0.0000 eV
Charge ... -1
Strongest force on any atom ... 0.0117 hartree/bohr
HOMO-LUMO gap ... 8.2 eV
2S+1 ... 1

Geometry as XYZ:
```
95
C40H30F6GeIN4O10S2Zr the ωB97M-V functional and the def2-TZVPD basis
Zr -0.30934 0.09662 0.08863
O 1.52591 0.47797 3.86240
C 0.89588 -0.13817 2.77083
O 0.39124 0.77618 1.89277
C 1.98694 -0.90473 2.02490
C 3.00022 -1.59464 2.66574
C 3.96830 -2.21179 1.89661
C 3.91309 -2.08329 0.51906
C 2.86140 -1.38110 -0.04321
N 1.89425 -0.82868 0.69532
C 2.94456 -1.09333 -1.52226
O 4.02489 -1.12426 -2.06405
O 1.86305 -0.77097 -2.20239
H 0.80682 0.78772 4.42772
H 3.00782 -1.62422 3.74563
H 4.77446 -2.76344 2.36310
H 4.67002 -2.49089 -0.13366
F -2.43730 3.01825 0.07491
C -2.17592 3.09219 1.38700
F -0.89163 3.45953 1.52786
F -2.93710 4.06378 1.90358
S -2.50142 1.45571 2.29944
O -2.13829 0.53702 1.10316
O -3.95830 1.48608 2.44221
N -0.15416 -0.99271 3.33846
S -0.96634 -1.96855 2.53222
O -2.35982 -2.08291 2.85172
O -0.67657 -1.94502 1.05125
C -0.37806 -3.66374 2.97096
F -0.99472 -4.60377 2.24022
F -0.63220 -3.90600 4.25731
F 0.94157 -3.79670 2.78034
C 0.47541 -1.11428 -1.77833
Ge 0.27672 -2.98082 -2.32812
C 0.46672 -3.08547 -4.28194
C 0.29609 -4.31412 -4.92183
C 0.38762 -4.42292 -6.30168
C 0.64935 -3.29447 -7.06825
C 0.81967 -2.06595 -6.44812
C 0.73009 -1.96279 -5.06441
C 1.74572 -4.03262 -1.57330
C 1.79943 -4.36346 -0.21962
C 2.88822 -5.04190 0.30921
C 3.95446 -5.38635 -0.51008
C 3.92824 -5.04534 -1.85507
C 2.83148 -4.37502 -2.38057
C -1.48995 -3.73502 -1.95701
C -1.74749 -4.67619 -0.96259
C -3.02794 -5.17937 -0.77240
C -4.07129 -4.74884 -1.57782
C -3.83022 -3.81620 -2.57708
C -2.54972 -3.31775 -2.76388
H -0.08318 -0.57128 -2.54659
H 0.08312 -5.20135 -4.33315
H 0.25187 -5.38550 -6.78009
H 0.72026 -3.37451 -8.14624
H 1.02653 -1.18258 -7.03986
H 0.88213 -0.99843 -4.59438
H 0.99793 -4.05832 0.43733
H 2.91030 -5.28410 1.36435
H 4.80888 -5.91010 -0.09833
H 4.76495 -5.29486 -2.49630
H 2.82729 -4.10442 -3.43064
H -0.94780 -5.02855 -0.32493
H -3.20972 -5.90468 0.01133
H -5.07050 -5.13996 -1.42820
H -4.64002 -3.47357 -3.21001
H -2.37477 -2.59178 -3.55244
I 7.38381 1.66892 -0.26524
C 5.36453 1.84485 -0.78415
C 4.40596 1.84280 0.21687
C 3.06602 1.93104 -0.13221
C 2.70037 2.02715 -1.47088
C 3.67522 2.04127 -2.45972
C 5.01497 1.94704 -2.12243
C 1.25789 2.03148 -1.87716
O 0.89582 2.24158 -3.01293
O 0.43475 1.66415 -0.91356
H 4.69190 1.76127 1.25671
H 2.30485 1.91099 0.63856
H 3.36542 2.09654 -3.49465
H 5.77448 1.93152 -2.89140
N -3.47211 -1.70894 -0.27785
C -3.41377 -0.70642 -1.18311
C -4.58051 -0.35630 -1.89298
C -4.50961 0.56778 -2.89755
C -3.27695 1.14114 -3.21789
C -2.18579 0.76898 -2.47640
N -2.23082 -0.12087 -1.45952
H -4.35786 -1.86704 0.17152
H -2.68264 -1.85516 0.32829
H -5.51108 -0.84479 -1.63688
H -5.40310 0.84220 -3.44481
H -3.17050 1.87116 -4.00633
H -1.22092 1.22167 -2.67212
```

Here are the Löwdin charges for atoms 1 to 6, given in e: number 1, Zr, carries 1.813; number 2, O, carries 0.040; number 3, C, carries -0.695; number 4, O, carries -0.292; number 5, C, carries -0.172; number 6, C, carries 0.017

=====

(6)
The following is a quantum chemistry calculation of a structure of composition C6H8OS at a distorted geometry, from the OMol25 dataset.

Calculated values
HOMO ... -8.468 eV
ΔE to the lowest compared entry with this formula, charge and spin ... 2.5505 eV
Charge ... 0
Strongest force on any atom ... 0.0297 hartree/bohr
HOMO-LUMO gap ... 9.2 eV
2S+1 ... 1

Geometry as XYZ:
```
16
C6H8OS the ωB97M-V functional and the def2-TZVPD basis
C 1.87800 -1.21615 0.38442
C 0.47667 0.58916 -0.17028
C -0.66879 1.15069 -1.06627
C -0.60458 0.59226 0.95576
C -1.67521 -0.31924 0.34726
C -1.70866 0.04970 -0.95230
H 1.30583 -1.52836 1.27802
H 2.32242 -2.14615 -0.02094
H 2.63051 -0.48852 0.67526
H 1.27953 1.29778 -0.03813
H -0.43447 1.56962 -2.03269
H -0.28770 0.47713 1.94788
H -2.13731 -1.21385 0.77766
H -2.25189 -0.43422 -1.76258
O 0.99629 -0.67463 -0.59947
S -1.12064 2.29480 0.27639
```

Here are the Löwdin charges for atoms 1 to 6, given in e: number 1, C, carries -0.090; number 2, C, carries -0.396; number 3, C, carries -0.473; number 4, C, carries -0.387; number 5, C, carries -0.101; number 6, C, carries -0.110